{
  "formula": "C2H5N5O",
  "method": "ωB97M-V/def2-TZVPD",
  "homo_ha": [-0.3316, -0.3316],
  "lumo_energy_ev": [-0.05, -0.05],
  "relative_energy_ev": 2.193,
  "multiplicity": 1,
  "symbols": ["H", "N", "C", "N", "N", "N", "C", "N", "O", "H", "H", "H", "H"],
  "coordinates": [[-0.9786, -2.0242, 0.8710], [-0.3203, -1.2551, 1.0273], [-0.0437, -0.5604, -0.0589], [0.2095, 0.7153, 0.2365], [-0.2128, 0.8267, 1.5033], [0.6170, 1.4947, 2.2725], [-0.3623, -0.9695, -1.4714], [-0.0329, -0.0499, -2.4077], [-0.9309, -2.0185, -1.7056], [0.2648, 1.7445, 3.1857], [1.6095, 1.5256, 2.0610], [0.3925, 0.8247, -2.1381], [-0.2118, -0.2541, -3.3754]],
  "atomic_forces_ev_per_a": [[0.504, -0.192, -0.433], [0.329, -0.739, -0.747], [-2.407, -0.688, 1.449], [1.721, 0.995, 1.435], [0.631, 1.178, -0.559], [-0.711, -0.489, -0.752], [-0.336, -0.141, -0.167], [0.217, 0.075, 0.075], [0.273, 0.153, 0.024], [0.101, -0.134, -0.165], [-0.212, 0.150, -0.134], [-0.090, -0.173, -0.050], [-0.019, 0.004, 0.024]]
}